The following is a quantum chemistry calculation of C15H27AlB2ClF2IN2O15S as an isolated structure in a non-equilibrium geometry, from the Open Molecules 2025 dataset.

Atoms and positions in Å:
C: 4.394 -1.759 0.404
C: 2.950 -2.034 -0.072
O: 2.775 -2.146 -1.465
C: 2.976 -0.916 -2.092
C: 1.680 -0.053 -2.131
O: 1.111 0.115 -0.874
C: -0.125 -0.563 -0.693
C: -1.286 0.451 -0.488
C: -0.845 1.916 -0.276
C: -0.324 2.588 -1.547
C: 0.989 3.395 -1.401
N: -0.874 2.497 -2.684
O: -2.130 0.220 -1.652
S: -3.571 0.895 -1.258
O: -4.625 0.116 -1.854
O: -3.777 2.266 -1.630
O: -3.416 0.778 0.375
C: -2.224 -0.049 0.628
I: -1.409 0.090 2.627
B: -2.818 -1.546 0.513
O: -3.834 -1.896 1.406
O: -2.373 -2.495 -0.375
C: -3.389 -2.953 -1.308
C: -2.946 -2.799 -2.770
H: 4.676 -2.431 1.227
H: 4.430 -0.658 0.782
H: 5.044 -1.835 -0.498
H: 2.300 -1.277 0.400
H: 2.648 -3.000 0.355
H: 3.259 -1.120 -3.133
H: 3.778 -0.293 -1.669
H: 0.976 -0.427 -2.915
H: 1.991 0.951 -2.478
H: -0.026 -1.165 0.224
H: -0.385 -1.261 -1.492
H: 0.008 1.855 0.407
H: -1.654 2.503 0.173
H: 1.717 2.991 -2.113
H: 1.421 3.297 -0.398
H: 0.757 4.448 -1.585
H: -0.286 3.024 -3.333
H: -4.621 -1.376 1.187
H: -3.595 -4.003 -1.075
H: -4.298 -2.368 -1.128
H: -1.855 -2.776 -2.862
H: -3.428 -1.952 -3.265
H: -3.290 -3.696 -3.306
Al: 6.928 -1.856 0.849
C: -4.513 3.888 1.189
N: -4.380 4.760 2.387
O: -3.657 5.731 2.299
O: -5.007 4.436 3.373
H: -3.903 4.297 0.391
H: -4.171 2.896 1.469
H: -5.561 3.877 0.906
B: 2.468 -1.857 4.552
O: 3.365 -2.263 3.428
C: 4.573 -1.852 3.706
O: 5.547 -2.034 2.985
C: 4.574 -1.150 5.039
O: 5.534 -0.671 5.573
O: 3.344 -1.153 5.518
F: 1.895 -2.979 5.135
F: 1.467 -0.998 4.074
Cl: 3.570 0.271 2.085
O: 1.082 0.299 -4.716
H: 0.369 0.809 -5.134

For the lowest unoccupied orbital energy, the calculation gives -6.599 eV. As for the calculated total energy: -3473.6051 Eh.

natural (NBO) atomic charge list, values in e, 4 entries:
1. C -0.76
2. C -0.11
3. O -0.46
4. C -0.08

=====

The following is a quantum chemistry calculation of an isolated ion of composition C3H9N5 and charge +2 in a non-equilibrium geometry, from the Open Molecules 2025 dataset.

Atoms and positions in Å:
N: -2.089 -0.279 0.472
C: -1.708 0.430 -0.533
N: -0.810 1.288 -0.586
N: 0.095 1.655 0.314
C: 1.323 1.244 0.405
N: 1.903 0.155 -0.110
C: 1.322 -1.003 -0.468
N: 0.219 -1.650 -0.114
H: -1.714 0.023 1.373
H: -2.912 -0.773 0.509
H: -2.209 0.116 -1.482
H: -0.081 2.499 0.737
H: 2.010 1.830 0.929
H: 2.899 0.203 -0.349
H: 1.922 -1.518 -1.220
H: -0.239 -1.608 0.760
H: 0.067 -2.613 -0.636

As for the total charge: +2. For the lowest unoccupied orbital energy, the calculation gives -9.714 eV. Its SMILES is N/C=N\[NH+]=C/NC=[NH2+]. As for the calculated total energy: -392.7668 Eh.

natural (NBO) atomic charge list, values in e, 4 entries:
1. N -0.76
2. C 0.35
3. N -0.34
4. N -0.23